94
Properties=species:S:1:pos:R:3:forces:R:3 method="wB97M-V/def2-TZVPD" homo_ev=-12.009 homo_lumo_gap_ev=8.94 e_lumo_ev=-3.065 fmax_ev_per_a=2.939 total_charge=+1
C -3.96326 5.47134 -0.25637 0.1 -0.1 0.0
C -3.67233 5.27689 0.88858 -0.2 -0.3 0.1
C -3.43864 4.93342 2.29199 -0.2 0.2 -0.1
C -2.95909 3.49043 2.54445 0.4 0.4 0.2
C -1.81938 3.01364 1.60748 -0.9 0.0 0.7
C -2.10779 1.83827 0.67736 1.2 1.0 -0.5
N -2.01574 0.48840 1.28157 0.0 -0.6 -0.2
C -3.01410 0.16160 2.35027 -0.1 -0.8 0.6
C -2.44109 0.16347 3.76343 0.8 0.5 0.3
C -1.11765 -0.59613 3.93741 -0.5 -0.3 -0.2
C -1.27416 -2.10894 3.77073 0.0 0.2 0.6
C 0.01227 -2.93473 3.95395 -0.3 0.0 -0.9
C 1.28229 -2.40214 3.26987 0.7 -0.6 0.7
C 2.56556 -2.76403 4.07840 -0.1 0.5 -0.9
C 3.73285 -3.06033 3.12796 -0.3 -0.2 -0.2
O 4.95523 -2.44067 3.54076 0.0 -0.2 0.1
C 5.52781 -3.03972 4.60355 0.6 0.2 0.6
C 6.73453 -2.30215 5.12546 -0.3 0.0 -0.7
O 5.11015 -4.04419 5.10947 -0.4 -0.3 -0.1
C -2.38598 -0.27088 0.14725 -1.5 1.8 1.0
N -1.76365 -1.29736 -0.32401 0.4 0.0 0.6
S -0.32934 -1.97619 0.39022 0.3 -0.5 -0.1
N -3.49486 0.31893 -0.39425 2.0 -1.4 -1.6
C -3.28655 1.83001 -0.32405 -2.0 -1.2 0.5
C -3.04803 2.33520 -1.75219 0.6 1.3 -0.1
C -1.89112 3.36066 -1.92046 0.0 -0.8 -0.5
C -0.65022 2.62154 -2.42358 0.3 0.5 -0.6
C 0.57343 3.50317 -2.67211 0.4 -0.6 1.0
C 1.87081 2.68347 -2.80423 0.2 0.6 -0.6
C 2.01196 1.91154 -4.12325 -0.8 0.0 0.0
C 1.15637 0.63055 -4.29869 0.7 -0.1 0.3
C 0.97404 -0.25812 -3.04555 -0.2 -0.9 -1.2
C 1.18251 -1.74662 -3.42430 0.2 0.9 0.8
N -4.60759 2.34667 0.17653 1.5 -0.5 0.6
C -5.61440 1.84831 -0.25835 -0.4 1.1 -1.0
S -6.87015 1.48485 -1.10590 -0.3 -0.4 0.4
H -4.25640 5.55651 -1.27060 0.0 0.2 -0.2
H -4.38681 5.05205 2.81782 0.0 0.1 0.1
H -2.76650 5.67854 2.71919 0.2 -0.1 0.1
H -2.56267 3.48720 3.56045 -0.1 -0.1 0.1
H -3.82960 2.84307 2.54662 0.0 -0.1 -0.2
H -0.96825 2.71689 2.22118 0.1 -0.1 -0.1
H -1.49138 3.88167 1.04060 0.0 -0.1 -0.3
H -1.22512 1.83439 0.02733 -0.1 0.1 -0.1
H -3.89957 0.79154 2.28606 0.1 0.2 -0.1
H -3.38165 -0.84931 2.14834 0.1 0.0 -0.1
H -2.23973 1.18987 4.08364 -0.2 0.1 -0.1
H -3.17781 -0.21796 4.47105 -0.2 -0.1 -0.2
H -0.73011 -0.41518 4.94050 0.1 0.2 0.0
H -0.42567 -0.15765 3.21710 0.2 -0.1 0.1
H -1.79339 -2.34497 2.84143 0.2 -0.1 -0.2
H -1.96313 -2.42846 4.55861 -0.1 -0.1 -0.1
H 0.19022 -3.14293 5.00707 0.1 0.3 0.1
H -0.18660 -3.91248 3.50725 0.0 -0.1 0.2
H 1.29985 -1.31944 3.14675 -0.2 0.0 -0.2
H 1.41699 -2.88045 2.29378 -0.3 0.2 -0.1
H 2.85702 -1.87596 4.63790 -0.1 -0.2 0.4
H 2.36856 -3.60522 4.73451 0.2 0.0 0.2
H 3.86437 -4.13453 3.00422 0.2 0.0 0.1
H 3.53286 -2.65851 2.13603 0.1 0.2 0.0
H 6.43749 -1.29898 5.42526 0.0 0.0 0.1
H 7.14897 -2.86204 5.95197 0.1 0.0 0.1
H 7.45854 -2.19758 4.31787 0.1 0.0 0.1
H -2.11026 -1.74706 -1.16246 0.1 -0.1 0.0
H -0.11937 -0.99820 1.29467 -0.3 0.1 -0.2
H -3.56887 -0.05003 -1.34197 -0.9 0.5 -0.1
H -3.94785 2.79402 -2.15603 -0.3 -0.2 0.3
H -2.81528 1.51741 -2.43587 0.0 -0.2 0.2
H -1.71028 3.94315 -1.02226 0.0 0.0 0.0
H -2.18654 4.05311 -2.70894 0.0 0.2 0.1
H -0.33809 1.80544 -1.76731 -0.1 0.0 0.2
H -0.91307 2.15571 -3.37714 -0.1 -0.2 0.1
H 0.45977 4.16795 -3.52752 -0.2 0.0 0.0
H 0.71698 4.11822 -1.77709 -0.1 0.3 -0.1
H 2.02593 2.06281 -1.92118 -0.1 -0.1 0.0
H 2.68638 3.41128 -2.79020 0.1 0.0 0.1
H 3.05513 1.67569 -4.32768 0.1 -0.1 0.2
H 1.71239 2.60653 -4.91314 0.1 0.0 -0.1
H 0.19270 0.84470 -4.75877 -0.1 0.1 0.1
H 1.67970 0.00965 -5.02982 0.0 0.1 -0.1
H -0.06165 -0.16909 -2.70768 0.1 0.3 0.5
H 1.69540 -0.04269 -2.26147 -0.2 0.3 0.2
H 0.53962 -2.05165 -4.24427 0.0 -0.2 0.0
H 2.23444 -1.86255 -3.67918 0.0 -0.3 -0.3
H 1.01382 -2.34310 -2.52610 -0.1 -0.3 -0.2
C 3.22430 -4.82148 -6.91482 -0.1 0.0 0.0
C 2.92884 -4.03413 -5.65240 0.1 -0.4 0.0
O 1.89663 -4.65163 -4.88352 -0.1 0.2 0.0
H 2.32576 -4.91080 -7.52582 0.0 0.1 0.0
H 4.00383 -4.33817 -7.50512 0.0 0.0 0.0
H 3.55264 -5.83414 -6.67027 0.1 0.0 0.0
H 2.58350 -3.03123 -5.90036 -0.1 0.0 0.1
H 3.83014 -3.94492 -5.03611 0.0 0.1 -0.1
H 2.19813 -5.53506 -4.65150 0.0 0.0 0.0